1.
Here is C39H55N5O5PTi as an isolated structure from the Open Molecules 2025 dataset. Energies are from ωB97M-V/def2-TZVPD.

XYZ file:
```
106
Properties=species:S:1:pos:R:3
Ti -0.1194 0.8828 0.2197
C 2.4628 -0.6751 -3.0287
C 2.8952 -0.1133 -1.6843
C 3.3669 -1.2545 -0.7594
C 2.4206 -2.3803 -0.2424
C 2.3315 -3.5983 -1.1576
C 2.9370 -2.8263 1.1227
N 0.9828 -1.8147 -0.1519
C 0.1561 -2.2020 1.0432
C -1.8848 -0.3797 1.9844
N -1.8102 1.0105 1.3655
C -2.8835 1.1684 0.3239
C -2.4144 0.4816 -0.9452
O -2.8925 0.5361 -2.0179
O -1.2066 -0.1779 -0.6606
C -1.9032 2.0817 2.4422
C -2.1758 3.4798 1.8783
C -0.7114 2.0248 3.4090
C 0.7413 2.2215 2.9357
C 1.0264 3.5830 2.3113
C 1.6279 2.0260 4.1683
N 1.0706 1.0770 1.9386
C 2.4912 1.0611 1.4415
C 2.6764 1.6530 0.0460
N 1.9323 0.9157 -1.0323
C 1.5489 1.8959 -2.0988
C 0.5991 2.9561 -1.5848
O 0.4992 4.0709 -1.9284
O -0.2032 2.4086 -0.5603
H 3.3330 -1.1876 -3.4404
H 2.1817 0.0754 -3.7609
H 1.6592 -1.3952 -2.9552
H 3.7957 0.4816 -1.8673
H 3.9012 -0.8313 0.0917
H 4.1418 -1.7634 -1.3348
H 3.3226 -4.0352 -1.2751
H 1.9479 -3.3554 -2.1478
H 1.6833 -4.3595 -0.7157
H 3.9583 -3.1808 0.9803
H 2.3695 -3.6562 1.5390
H 2.9794 -2.0217 1.8599
H 1.1115 -0.7969 -0.2129
H 0.4523 -2.0288 -1.0430
H 0.5759 -1.6591 1.8890
H 0.3352 -3.2598 1.2140
H -1.1013 -0.4528 2.7358
H -2.8310 -0.4291 2.5109
H -3.0471 2.2118 0.0675
H -3.8326 0.7389 0.6502
H -2.7738 1.7960 3.0394
H -1.6087 3.7115 0.9794
H -1.9179 4.2219 2.6317
H -3.2333 3.6200 1.6607
H -0.7519 1.0965 3.9853
H -0.8978 2.8099 4.1427
H 0.6415 4.3576 2.9735
H 0.5614 3.7290 1.3389
H 2.0996 3.7587 2.2216
H 1.3037 2.7141 4.9487
H 2.6772 2.2477 3.9800
H 1.5442 1.0139 4.5740
H 0.9732 0.2556 2.5363
H 2.8287 0.0288 1.4629
H 3.1351 1.6138 2.1231
H 3.7498 1.6588 -0.1590
H 2.3602 2.6964 0.0515
H 1.0104 1.3718 -2.8889
H 2.4249 2.3830 -2.5314
O -0.8573 -1.4531 -3.8438
N -0.7853 -2.2633 -2.7356
C -1.6551 -3.1676 -2.6250
C -1.6203 -4.1377 -1.5068
C -1.5691 -5.4425 -2.0080
C -1.4188 -6.5429 -1.1927
C -1.3116 -6.3311 0.1638
C -1.4113 -5.0485 0.6820
C -1.6067 -3.8935 -0.0997
P -1.8642 -2.2708 1.0505
C -2.0394 -3.0237 2.7123
C -1.0920 -2.8653 3.7256
C -1.2706 -3.4583 4.9685
C -2.3984 -4.2237 5.2194
C -3.3431 -4.3997 4.2172
C -3.1651 -3.8094 2.9777
C -3.6500 -1.9787 0.5412
C -4.5990 -1.5680 1.4963
C -5.9183 -1.3458 1.1468
C -6.3372 -1.5072 -0.1699
C -5.4253 -1.9247 -1.1194
C -4.1031 -2.1650 -0.7590
H -1.6686 -1.6532 -4.3416
H -2.3861 -3.3272 -3.4218
H -1.6267 -5.5834 -3.0814
H -1.3782 -7.5391 -1.6108
H -1.1730 -7.1632 0.8417
H -1.3368 -4.9734 1.7494
H -0.1867 -2.2897 3.5838
H -0.5220 -3.3254 5.7380
H -2.5369 -4.6880 6.1865
H -4.2208 -5.0062 4.3962
H -3.8973 -3.9925 2.2025
H -4.3437 -1.4822 2.5435
H -6.6296 -1.0583 1.9102
H -7.3681 -1.3240 -0.4412
H -5.7368 -2.0765 -2.1443
H -3.4316 -2.4927 -1.5251
```

Computed properties:
net charge	+3

---

2.
Here is a 2-piece molecular cluster, C14H29F6N4P overall from the Open Molecules 2025 dataset. Energies are from ωB97M-V/def2-TZVPD.

XYZ file:
```
54
C14H29F6N4P | the Open Molecules 2025 dataset | ωB97M-V/def2-TZVPD
C 3.5119 -1.7868 1.5903
C 3.6987 -0.7658 0.4578
C 4.1656 0.6360 0.9040
C 3.0922 1.6413 0.5059
C 1.8441 1.5723 1.3691
C 0.9221 2.7950 1.3502
C -0.2469 2.5254 0.4045
C -1.4409 1.7976 1.0154
C -2.7662 2.0932 0.3060
C -2.8353 1.7463 -1.1909
C -3.2746 0.3209 -1.5544
C -2.1557 -0.7340 -1.4005
N -2.6271 -2.0537 -0.9692
C -2.9640 -2.2982 0.2821
N -3.4076 -3.4898 0.7473
C -3.5878 -3.2768 2.0414
N -3.2932 -2.0340 2.3995
N -2.8857 -1.3787 1.2674
H 4.1328 -1.5407 2.4599
H 3.7849 -2.7954 1.2719
H 2.4714 -1.8303 1.9362
H 2.7694 -0.6637 -0.1029
H 4.4103 -1.1735 -0.2602
H 4.3256 0.6279 1.9929
H 5.1061 0.9422 0.4396
H 2.7844 1.3501 -0.5081
H 3.4756 2.6668 0.4307
H 2.1047 1.2961 2.3988
H 1.2548 0.7333 0.9655
H 0.5774 3.0114 2.3685
H 1.4454 3.6906 0.9981
H 0.1532 1.8756 -0.3874
H -0.5881 3.4393 -0.0934
H -1.5313 2.0263 2.0864
H -1.1937 0.7243 0.9592
H -3.6076 1.6206 0.8369
H -2.9531 3.1692 0.3988
H -1.8658 1.9307 -1.6681
H -3.5440 2.4460 -1.6422
H -3.5724 0.3018 -2.6060
H -4.1700 0.0440 -0.9833
H -1.6478 -0.8883 -2.3536
H -1.3756 -0.4049 -0.7066
H -2.6649 -2.8348 -1.6037
H -3.9364 -4.0093 2.7553
H -3.3185 -1.5767 3.2964
H -2.5942 -0.4082 1.2592
F 1.5501 -1.2998 -4.9260
P 2.0078 -1.5921 -3.3644
F 3.2353 -2.0003 -2.3220
F 1.4777 -0.6317 -2.0803
F 2.9765 -0.2904 -3.6989
F 2.3162 -3.1188 -3.9089
F 0.4542 -2.1473 -3.1645
```

---

3.
Here is C36H40BMgNP2 as an isolated structure from the Open Molecules 2025 dataset. Energies are from ωB97M-V/def2-TZVPD.

XYZ file:
```
81
C36H40BMgNP2 | the Open Molecules 2025 dataset | ωB97M-V/def2-TZVPD
Mg 0.2959 4.7561 0.0392
C 1.9061 -1.1442 0.4495
C 2.4878 0.0631 0.2908
C 3.7818 0.2030 -0.4673
C 3.5552 1.0295 -1.7493
C 2.8124 0.2886 -2.8253
C 2.2455 -0.9201 -2.7635
C 2.5731 -2.1086 -1.9176
C 1.9321 -2.2938 -0.5054
C -1.4345 3.8614 -0.9356
H 1.4881 -1.3794 1.4377
H 2.2391 0.9395 0.8945
H 4.2081 -0.7746 -0.7508
H 4.5078 0.7490 0.1740
H 3.0122 1.9627 -1.4893
H 4.5196 1.3890 -2.1490
H 2.5732 0.9080 -3.6971
H 1.4429 -1.1677 -3.4686
H 3.6601 -2.2315 -1.7895
H 2.2372 -3.0020 -2.4883
H 0.9147 -2.7014 -0.5969
H 2.4860 -3.1130 -0.0147
H -2.0136 3.5491 -0.0519
H -1.2497 2.9246 -1.4742
H -2.0603 4.5344 -1.5352
P 2.3539 7.9159 1.4159
P 1.3248 8.5813 -1.6846
C 3.4957 7.9786 -0.0117
C 3.0845 8.3903 -1.2340
C 3.2761 9.1229 2.5200
C 4.6483 9.4017 2.4046
C 5.2541 10.4093 3.1648
C 4.5010 11.1159 4.1070
C 3.1360 10.8417 4.2564
C 2.5288 9.8707 3.4555
C 2.8601 6.2666 2.0295
C 2.4783 5.1609 1.2214
C 2.9589 3.8958 1.5823
C 3.6848 3.6821 2.7579
C 4.0094 4.7704 3.5701
C 3.5929 6.0587 3.2029
C 1.5968 10.1972 -2.5955
C 2.0611 11.2971 -1.8420
C 2.3184 12.5301 -2.4461
C 2.1145 12.6869 -3.8237
C 1.6762 11.6019 -4.5894
C 1.3940 10.3772 -3.9728
C 1.2484 7.4319 -3.1164
C -0.0254 7.0748 -3.6035
C -0.1352 6.2409 -4.7150
C 1.0161 5.7421 -5.3393
C 2.2769 6.1078 -4.8589
C 2.3952 6.9416 -3.7453
H 4.5283 7.6479 0.1751
H 3.8132 8.6928 -1.9984
H 5.2625 8.8418 1.7038
H 6.3166 10.6313 3.0211
H 4.9801 11.8822 4.7161
H 2.5563 11.3920 5.0016
H 1.4610 9.6899 3.5606
H 2.0744 5.3677 0.1765
H 2.7489 3.0303 0.9534
H 3.9695 2.6582 3.0130
H 4.5945 4.6117 4.4775
H 3.8454 6.9043 3.8421
H 2.2365 11.1799 -0.7720
H 2.6805 13.3700 -1.8460
H 2.2914 13.6578 -4.2906
H 1.5535 11.7178 -5.6706
H 1.0275 9.5602 -4.5906
H -0.9243 7.4598 -3.1175
H -1.1192 5.9703 -5.1008
H 0.9356 5.0676 -6.1965
H 3.1837 5.7460 -5.3430
H 3.3800 7.2112 -3.3715
B -0.9807 0.6752 1.0881
C -0.0789 1.9119 1.0036
N 0.5260 2.8805 0.7377
H -2.0731 1.0063 1.5424
H -0.3451 -0.0137 1.8722
H -1.0396 0.2591 -0.0914
```

---

4.
Here is one molecule with the formula C13H13N3O5S from the Open Molecules 2025 dataset. Energies are from ωB97M-V/def2-TZVPD.

XYZ file:
```
35
Properties=species:S:1:pos:R:3
C -1.4394 -3.4399 -0.9194
H -1.6649 -4.3921 -0.4413
H -0.4198 -3.4688 -1.3165
H -2.1474 -3.2701 -1.7367
O -1.5747 -2.4744 0.0944
C -1.3506 -1.1574 -0.2124
C -0.9837 -0.7230 -1.4805
C -0.7105 0.6071 -1.7452
C -0.8007 1.5522 -0.7376
C -1.2100 1.1347 0.5191
C -1.4868 -0.1980 0.8099
O -1.8365 -0.4152 2.1070
C -2.3762 -1.6494 2.5279
H -2.6867 -1.4837 3.5594
H -3.2433 -1.9344 1.9286
H -1.6346 -2.4495 2.4945
H -1.3247 1.8413 1.3273
C -0.4389 2.9946 -0.9881
C 0.2169 3.6305 0.2055
O -0.1349 4.6529 0.7307
N 1.2969 2.9380 0.7620
C 1.9041 1.8114 0.3215
N 1.9623 1.4265 -0.9183
C 2.5952 0.2591 -1.0543
C 3.0630 -0.2868 0.1157
N 3.7627 -1.4924 0.2907
O 4.1186 -1.7751 1.4169
O 3.9536 -2.1674 -0.7024
S 2.6815 0.7302 1.4707
H 2.7155 -0.1795 -2.0280
H 1.5744 3.2837 1.6743
H -1.3308 3.5829 -1.2186
H 0.2462 3.0499 -1.8356
H -0.4072 0.8984 -2.7381
H -0.8886 -1.4363 -2.2828
```

Computed properties:
SMILES	COc1ccc(CC(=O)Nc2ncc([N+](=O)[O-])s2)cc1OC

---

The calculation returns the following orbital gap values, one per record and in order: 6.1 9.1 7.1 7.4 eV.
The calculation returns the following energy above the lowest of the compared OMol25 structures with the same formula, charge and spin values, one per record and in order: 5.4 0.0 63.1 382.6 kJ/mol.